Entry 1:
Below is a molecular structure, C22H43CrN6O3S2, with properties calculated with the ωB97M-V functional and the def2-TZVPD basis.

The spin multiplicity is 2. The net charge is +2. For the highest occupied orbital energy (alpha / beta), the calculation gives -12.40 / -12.41 eV. The expectation value of S² is 0.756. For the HOMO-LUMO gap (alpha / beta), the calculation gives 4.976 / 5.569 eV.

Structure (XYZ):
```
77
Properties=species:S:1:pos:R:3:forces:R:3
Cr -1.068 1.442 -0.237 0.567 -0.620 -0.023
C -3.651 -0.354 -0.276 0.019 0.186 -0.017
C -3.657 0.501 -1.539 0.034 -0.153 0.123
N -2.259 0.878 -1.899 -0.255 0.277 0.141
C -2.194 1.930 -2.948 0.011 -0.006 0.001
C -2.114 3.283 -2.270 -0.002 -0.054 0.078
N -1.010 3.201 -1.286 0.205 0.140 -0.068
C -0.693 4.461 -0.561 0.045 -0.130 0.097
C 0.545 4.262 0.312 -0.152 -0.124 -0.026
C 0.265 3.568 1.637 0.145 0.035 -0.128
N -0.171 2.149 1.500 -0.237 0.108 -0.090
C -1.100 1.735 2.586 -0.102 -0.017 -0.090
C -2.467 2.269 2.235 0.069 0.084 0.012
N -2.833 1.732 0.884 0.008 -0.263 0.114
C -3.670 0.485 0.999 0.129 -0.108 -0.088
H -2.761 -0.983 -0.282 -0.039 -0.102 -0.049
H -4.511 -1.021 -0.267 -0.037 0.038 0.001
H -4.227 1.422 -1.392 -0.038 -0.011 -0.080
H -4.123 -0.035 -2.365 0.056 0.038 -0.111
H -1.810 0.031 -2.254 0.024 0.040 0.014
H -3.051 1.878 -3.619 -0.029 -0.045 -0.010
H -1.297 1.770 -3.547 0.016 -0.046 0.018
H -3.042 3.517 -1.743 0.013 0.045 0.032
H -1.939 4.072 -3.002 0.001 0.056 0.021
H -0.165 2.975 -1.817 -0.028 0.059 -0.007
H -1.560 4.744 0.042 -0.010 0.007 -0.032
H -0.517 5.256 -1.285 -0.058 0.013 -0.063
H 0.973 5.239 0.536 0.016 -0.004 -0.024
H 1.300 3.704 -0.252 0.053 0.087 0.020
H -0.512 4.121 2.164 -0.003 -0.020 0.061
H 1.162 3.602 2.255 -0.024 -0.080 0.090
H 0.667 1.544 1.596 -0.133 -0.009 0.088
H -0.766 2.085 3.563 0.064 0.017 0.002
H -1.105 0.643 2.609 0.081 0.026 0.057
H -2.452 3.357 2.176 -0.068 0.010 -0.024
H -3.208 1.993 2.984 -0.076 -0.049 -0.035
H -3.428 2.430 0.445 0.045 0.011 -0.093
H -4.691 0.782 1.240 0.002 0.063 0.087
H -3.284 -0.103 1.831 0.023 0.067 0.030
C 0.675 -4.168 -5.321 -0.082 0.021 0.048
C 0.640 -3.221 -4.155 0.020 -0.012 -0.018
C 0.697 -3.708 -2.845 -0.011 -0.014 -0.041
C 0.689 -2.851 -1.763 -0.070 0.048 0.122
C 0.607 -1.479 -1.990 -0.078 0.066 -0.126
C 0.548 -0.967 -3.281 -0.064 0.030 0.087
C 0.557 -1.844 -4.354 -0.034 -0.063 -0.017
S 0.742 -0.417 -0.612 0.595 -0.480 -0.111
O 1.932 -0.709 0.093 0.130 -0.122 -0.096
O -0.526 -0.493 0.199 -0.350 0.516 -0.192
O 0.658 1.002 -1.141 -0.537 0.224 0.113
H 1.357 -4.995 -5.133 0.014 0.018 -0.008
H 0.979 -3.660 -6.234 0.008 -0.018 0.007
H -0.316 -4.597 -5.489 0.018 0.014 0.004
H 0.767 -4.776 -2.677 0.006 0.032 -0.007
H 0.755 -3.231 -0.749 0.023 -0.019 -0.070
H 0.538 0.104 -3.444 0.042 -0.027 -0.020
H 0.520 -1.455 -5.364 0.034 0.003 0.031
C 4.336 -0.059 2.426 -0.031 -0.037 0.166
N 3.759 -1.333 2.843 -0.003 -0.302 -0.357
C 4.727 -2.278 3.402 -0.099 0.080 -0.022
C 2.419 -1.497 2.883 0.059 0.233 0.122
S 1.409 -0.145 3.130 -0.046 0.077 0.163
N 1.888 -2.732 2.775 0.190 -0.032 0.043
C 0.469 -2.948 3.026 0.050 0.001 0.116
C 2.587 -3.860 2.160 -0.042 0.108 -0.028
H 5.352 -0.252 2.083 -0.010 0.001 0.008
H 4.366 0.659 3.247 0.000 0.008 0.021
H 3.760 0.357 1.605 -0.028 0.032 0.005
H 5.385 -1.728 4.075 -0.008 0.009 0.018
H 5.342 -2.744 2.631 -0.028 -0.020 -0.014
H 4.228 -3.044 3.984 -0.074 -0.050 0.028
H 0.175 -2.501 3.972 -0.010 0.033 0.009
H 0.291 -4.020 3.074 0.006 0.000 0.003
H -0.140 -2.505 2.235 -0.021 -0.014 -0.029
H 3.409 -3.510 1.546 0.086 0.072 -0.009
H 1.886 -4.389 1.514 -0.013 0.031 0.000
H 2.960 -4.571 2.897 0.019 -0.011 0.023
```
Forces are in eV/Å.

Entry 2:
Below is 3 unconnected molecules or ions with the total composition C22H43FN2OP, with properties calculated with the ωB97M-V functional and the def2-TZVPD basis.

The spin multiplicity is 1. The net charge is +1. For the highest occupied orbital energy, the calculation gives -12.14 eV. For the HOMO-LUMO gap, the calculation gives 8.137 eV.

Structure (XYZ):
```
70
Properties=species:S:1:pos:R:3:forces:R:3
C 2.437 2.362 1.720 0.711 0.077 -0.321
C 2.545 1.808 0.326 -0.527 0.634 0.297
C 3.052 0.414 0.167 -0.754 -0.539 0.735
N 2.234 2.509 -0.725 1.953 -1.175 -1.184
N 2.892 3.765 -0.794 -1.332 0.612 1.093
C 4.157 3.723 -1.219 0.379 -0.026 -0.209
C 4.907 4.872 -1.336 -0.343 -0.088 0.109
C 4.358 6.101 -0.997 0.241 0.293 -0.041
C 5.124 7.391 -1.086 -0.487 -0.506 -0.120
C 3.030 6.085 -0.580 0.225 -0.243 -0.126
F 2.456 7.237 -0.253 -0.034 0.056 -0.093
C 2.280 4.930 -0.480 -0.220 0.652 0.122
P 0.493 4.856 0.031 -0.799 -1.446 0.277
C 0.386 5.915 1.505 0.393 0.405 -0.014
O -0.267 5.661 -1.167 0.365 0.429 0.076
H 1.585 3.036 1.790 0.093 0.150 -0.090
H 3.368 2.882 1.970 -0.124 0.057 0.314
H 2.281 1.545 2.419 0.166 0.005 0.062
H 2.338 -0.275 -0.288 0.136 0.094 -0.368
H 3.285 0.008 1.151 -0.130 -0.038 0.031
H 4.002 0.441 -0.366 -0.236 0.043 -0.415
H 4.562 2.760 -1.487 -0.220 -0.105 0.041
H 5.918 4.773 -1.704 0.043 0.143 0.034
H 5.487 7.665 -0.096 0.110 0.085 -0.041
H 4.446 8.167 -1.435 0.184 0.174 -0.012
H 5.946 7.256 -1.783 0.137 0.218 0.087
H 1.121 6.713 1.583 -0.030 0.022 0.023
H 0.467 5.253 2.367 0.088 0.006 0.016
H -0.605 6.367 1.554 -0.071 -0.096 -0.201
H -0.914 5.071 -1.569 0.021 0.051 -0.106
C -0.963 -0.900 0.123 0.032 -0.212 0.013
C -0.370 -1.716 -1.022 0.077 0.205 0.051
C -0.205 -0.916 -2.313 0.066 -0.065 -0.056
C -1.504 -0.390 -2.924 -0.053 0.045 0.080
C -2.544 -1.463 -3.242 0.045 -0.006 -0.117
C -2.071 -2.480 -4.278 -0.068 -0.013 0.085
H -1.970 -0.550 -0.109 0.007 0.043 0.017
H -1.025 -1.509 1.026 -0.035 0.065 0.042
H -0.339 -0.028 0.344 -0.056 0.047 -0.018
H -0.983 -2.603 -1.197 0.015 -0.009 -0.017
H 0.615 -2.082 -0.715 -0.028 -0.089 -0.024
H 0.315 -1.538 -3.047 -0.003 0.019 -0.016
H 0.456 -0.061 -2.121 0.000 -0.001 0.007
H -1.260 0.153 -3.843 -0.004 -0.021 -0.018
H -1.953 0.348 -2.253 0.015 -0.002 0.020
H -3.443 -0.970 -3.620 -0.023 -0.005 0.040
H -2.843 -1.984 -2.328 -0.003 0.030 0.017
H -1.805 -1.985 -5.214 0.036 -0.007 0.002
H -2.858 -3.203 -4.494 0.015 -0.010 -0.028
H -1.201 -3.039 -3.929 0.010 0.001 -0.019
C -2.544 -4.679 4.678 -0.021 -0.123 -0.025
C -1.946 -5.494 3.536 0.072 0.127 0.077
C -1.771 -4.695 2.246 -0.003 -0.069 -0.078
C -3.069 -4.166 1.634 -0.024 0.098 0.050
C -4.116 -5.230 1.310 0.057 -0.015 -0.138
C -3.646 -6.244 0.271 -0.076 -0.018 0.083
H -3.548 -4.325 4.439 0.004 0.024 0.008
H -2.618 -5.282 5.584 -0.005 0.032 0.022
H -1.921 -3.810 4.904 -0.024 0.024 -0.012
H -2.561 -6.378 3.353 0.006 0.000 -0.029
H -0.965 -5.864 3.846 -0.013 -0.050 -0.014
H -1.250 -5.318 1.513 -0.006 0.011 -0.012
H -1.107 -3.845 2.442 0.002 -0.006 0.023
H -2.822 -3.621 0.715 -0.017 -0.013 -0.013
H -3.515 -3.427 2.306 0.024 0.006 0.009
H -5.011 -4.729 0.932 -0.021 -0.002 0.042
H -4.419 -5.752 2.221 0.003 0.026 0.018
H -3.376 -5.746 -0.663 0.037 -0.006 0.004
H -4.437 -6.961 0.049 0.016 -0.011 -0.031
H -2.781 -6.809 0.619 0.013 0.005 -0.018
```
Forces are in eV/Å.

Entry 3:
Below is a molecular structure, C22H43N2OP2PbS, with properties calculated with the ωB97M-V functional and the def2-TZVPD basis.

The energy above the lowest of the compared OMol25 structures with the same formula, charge and spin is 2.6228 eV. The spin multiplicity is 1. The net charge is +3. For the highest occupied orbital energy, the calculation gives -17.12 eV. For the HOMO-LUMO gap, the calculation gives 6.059 eV.

Structure (XYZ):
```
72
Properties=species:S:1:pos:R:3:forces:R:3
Pb 0.086 -0.060 -0.820 3.285 0.019 -0.585
P 0.168 -2.462 -1.112 0.640 -2.236 -0.587
P 0.167 2.352 -0.811 0.643 2.406 -0.331
N 1.907 -0.011 -1.662 2.219 0.102 -0.730
C 1.799 -2.434 -1.938 0.139 0.130 -0.210
H 2.312 -3.384 -1.746 -0.112 0.186 -0.083
H 1.613 -2.343 -3.020 0.044 -0.092 0.269
C 2.652 -1.238 -1.476 0.044 -0.139 0.053
H 2.967 -1.382 -0.426 0.075 0.002 -0.241
H 3.554 -1.153 -2.083 0.133 -0.401 -0.038
C 2.653 1.186 -1.325 0.052 0.072 0.108
H 3.554 1.176 -1.937 0.146 0.404 -0.025
H 2.966 1.196 -0.264 0.058 0.032 -0.309
C 1.799 2.429 -1.633 0.126 -0.098 -0.248
H 1.613 2.475 -2.717 0.036 0.055 0.289
H 2.312 3.349 -1.324 -0.115 -0.175 -0.099
C 0.377 3.034 0.868 0.182 0.175 0.459
C -0.757 2.702 1.844 -0.124 -0.081 0.059
H -0.474 3.033 2.858 -0.124 -0.077 -0.395
H -0.947 1.624 1.901 -0.001 0.392 -0.143
H -1.697 3.189 1.575 0.153 0.060 0.067
C -1.050 3.149 -1.868 -0.557 0.512 -0.547
C -2.437 3.246 -1.213 -0.125 0.064 -0.073
H -3.172 3.591 -1.959 0.295 -0.151 0.273
H -2.441 3.970 -0.391 -0.006 -0.128 -0.160
H -2.784 2.279 -0.826 -0.041 0.199 -0.055
C -1.049 -3.116 -2.261 -0.599 -0.480 -0.601
C -2.437 -3.297 -1.623 -0.107 -0.043 -0.085
H -3.172 -3.545 -2.407 0.301 0.117 0.292
H -2.784 -2.385 -1.119 -0.046 -0.191 -0.078
H -2.441 -4.118 -0.898 -0.006 0.146 -0.142
C 0.378 -3.344 0.468 0.113 -0.184 0.448
C -0.755 -3.134 1.481 -0.120 0.022 0.090
H -0.474 -3.596 2.441 -0.098 0.150 -0.353
H -1.695 -3.588 1.151 0.189 0.041 0.089
H -0.941 -2.066 1.676 0.103 -0.344 -0.115
C -1.836 -0.109 -0.084 -14.969 -0.424 6.839
C -0.560 4.515 -2.381 -0.164 0.198 -0.103
H -0.528 5.263 -1.583 -0.022 -0.166 -0.177
H 0.428 4.455 -2.843 -0.108 0.048 0.012
H -1.262 4.880 -3.145 0.203 -0.145 0.222
C -0.560 -4.410 -2.941 -0.153 -0.160 -0.125
H -1.262 -4.676 -3.745 0.204 0.123 0.246
H 0.428 -4.292 -3.393 -0.111 -0.057 0.008
H -0.528 -5.251 -2.243 -0.019 0.181 -0.151
C 0.639 -4.838 0.217 -0.014 -0.286 0.297
H 0.978 -5.303 1.159 -0.111 0.222 -0.361
H -0.274 -5.360 -0.088 0.174 0.112 0.056
H 1.415 -5.013 -0.532 -0.094 -0.031 0.094
C 0.639 4.545 0.806 0.017 0.312 0.265
H -0.274 5.101 0.568 0.188 -0.116 0.047
H 0.979 4.889 1.799 -0.117 -0.174 -0.390
H 1.416 4.812 0.084 -0.118 0.017 0.122
H 1.295 2.532 1.227 -0.283 0.184 -0.236
H 1.294 -2.893 0.886 -0.203 -0.092 -0.194
H -1.129 2.473 -2.738 0.105 0.094 0.166
H -1.129 -2.340 -3.039 0.099 -0.132 0.166
O -2.928 -0.143 0.462 8.464 0.261 -4.197
H -0.444 -0.163 -3.827 0.257 -0.012 -0.088
H -1.099 0.019 -3.537 -0.309 0.078 0.035
S 1.280 -0.142 1.464 0.317 -0.451 0.251
C 0.645 0.126 3.044 -2.146 -0.507 -0.120
N -0.692 -0.123 3.394 2.241 0.776 1.258
C -1.087 0.099 4.697 -0.816 -0.536 -1.430
C -0.211 0.539 5.621 0.432 0.475 1.487
C 1.124 0.792 5.280 -0.389 0.043 0.868
C 1.536 0.586 4.000 0.638 -0.053 -0.718
H -1.381 -0.418 2.712 0.318 -0.033 0.201
H -2.134 -0.102 4.914 0.206 0.033 -0.050
H -0.544 0.706 6.654 0.053 -0.129 -0.563
H 1.827 1.149 6.029 -0.159 -0.048 -0.083
H 2.570 0.770 3.699 -0.402 -0.077 0.087
```
Forces are in eV/Å.

Calculated max |F|, 0.8 2.6 16.5 eV/Å (same order as the records).
Calculated electronic energy, -88674.68921 -40538.08803 -63169.08928 eV (same order as the records).